Record 1
{"formula": "C10H38O9", "method": "wB97M-V/def2-TZVPD", "elements": ["C", "C", "O", "H", "H", "H", "H", "H", "H", "C", "O", "H", "H", "H", "H", "C", "O", "H", "H", "H", "H", "C", "O", "H", "H", "H", "H", "C", "O", "H", "H", "H", "H", "C", "O", "H", "H", "H", "H", "C", "O", "H", "H", "H", "H", "C", "O", "H", "H", "H", "H", "C", "O", "H", "H", "H", "H"], "xyz": [[4.4715, 11.9404, 26.1938], [3.3014, 12.7638, 25.6246], [2.8863, 12.2334, 24.3732], [5.1292, 11.9498, 25.3973], [4.3278, 10.9449, 26.5970], [5.0280, 12.5523, 26.9268], [3.6365, 13.7450, 25.4389], [2.4756, 12.8361, 26.3805], [2.7399, 12.9278, 23.7182], [6.5145, 14.1810, 23.8850], [7.2436, 15.3752, 24.1839], [7.0295, 13.6299, 23.1591], [5.4431, 14.3760, 23.6368], [6.4848, 13.5377, 24.7633], [8.0971, 15.0474, 24.2606], [7.6664, 14.2052, 28.5353], [7.5116, 14.1195, 27.1567], [8.0640, 13.2104, 28.8154], [6.7569, 14.3504, 29.1905], [8.4768, 14.9707, 28.7884], [7.7450, 13.2330, 26.9390], [10.5690, 16.0216, 25.9349], [10.2136, 17.3237, 25.5885], [9.6998, 15.4267, 26.0895], [11.1468, 15.9979, 26.8042], [11.2570, 15.5747, 25.1926], [9.9811, 17.4154, 24.7006], [3.4357, 14.6960, 28.5474], [2.6920, 13.7003, 29.1713], [4.4636, 14.4288, 28.5485], [3.1312, 15.7132, 28.9645], [3.1893, 14.7159, 27.5226], [1.7249, 13.7725, 28.9849], [9.6782, 12.7643, 24.4985], [9.8610, 13.9970, 23.9375], [8.6188, 12.4985, 24.7845], [10.3070, 12.6501, 25.3746], [10.0887, 11.9647, 23.8963], [10.8254, 14.1001, 24.0676], [6.9159, 17.3146, 26.6099], [5.9849, 16.4671, 27.1393], [6.2872, 18.1167, 26.8114], [7.0210, 17.2404, 25.5027], [7.8957, 17.4528, 27.1553], [6.3820, 15.6826, 27.0708], [8.6670, 10.2176, 28.0840], [7.7864, 11.0791, 27.3500], [8.3894, 9.1988, 28.1618], [8.8708, 10.6010, 29.1287], [9.6665, 10.2923, 27.7102], [7.6249, 10.6710, 26.4969], [11.3852, 12.4280, 28.3950], [11.9995, 13.3113, 27.4450], [10.3157, 12.3638, 28.3046], [11.5321, 12.9869, 29.3494], [11.8396, 11.4465, 28.6112], [12.8839, 13.5552, 27.7554]], "smiles": "CCO.CO.CO.CO.CO.CO.CO.CO.CO", "lumo_energy_ev": 0.3, "charge": 0, "homo_ev": -9.35, "homo_lumo_gap_ev": 9.660, "e_above_lowest_kj_mol": 553.0}

=====

Record 2
{"formula": "C10H40O10", "method": "wB97M-V/def2-TZVPD", "elements": ["C", "O", "H", "H", "H", "H", "C", "O", "H", "H", "H", "H", "C", "O", "H", "H", "H", "H", "C", "O", "H", "H", "H", "H", "C", "O", "H", "H", "H", "H", "C", "O", "H", "H", "H", "H", "C", "O", "H", "H", "H", "H", "C", "O", "H", "H", "H", "H", "C", "O", "H", "H", "H", "H", "C", "O", "H", "H", "H", "H"], "xyz": [[2.9722, 2.6624, 2.6833], [1.9175, 1.6823, 2.6453], [2.5513, 3.6667, 2.6099], [3.5608, 2.6977, 3.5983], [3.6893, 2.4427, 1.8479], [1.5296, 1.6963, 1.7628], [2.0310, -2.2836, -3.5335], [0.6912, -1.8946, -3.1859], [2.4668, -2.7124, -2.6121], [1.8168, -3.0740, -4.2139], [2.5852, -1.4969, -3.9673], [0.7003, -1.5553, -2.2905], [-0.1685, 3.7425, 0.9967], [1.0193, 3.4877, 0.2397], [-0.3189, 4.7731, 0.8810], [-0.9699, 3.1574, 0.5415], [-0.0898, 3.4048, 1.9878], [0.6544, 3.0085, -0.5117], [-5.1336, 1.8012, -0.4912], [-4.3286, 2.5762, 0.4856], [-5.2242, 2.3460, -1.4493], [-4.6344, 0.8372, -0.6874], [-6.1325, 1.4664, -0.1588], [-4.9358, 3.0650, 1.0311], [-2.6182, -0.5274, -4.1218], [-3.4080, -1.1552, -3.0838], [-2.6578, 0.5759, -3.8239], [-1.5805, -0.9318, -4.1879], [-3.1976, -0.6149, -5.0424], [-3.2055, -2.0855, -3.0051], [1.6435, -1.9245, 2.9677], [1.8216, -0.8922, 2.0471], [2.3477, -1.8740, 3.7710], [0.6631, -1.8993, 3.4585], [1.8352, -2.8510, 2.4263], [1.8213, -0.0877, 2.6070], [-2.3909, 0.4881, 2.7458], [-2.0965, 1.1180, 1.5058], [-3.2002, -0.2476, 2.7593], [-1.5382, -0.0831, 2.9762], [-2.6343, 1.1427, 3.5037], [-2.9208, 1.5924, 1.2247], [-1.3138, -3.5468, -0.7164], [-1.1489, -3.2062, 0.6515], [-2.1524, -4.1956, -0.8776], [-1.4274, -2.6231, -1.3113], [-0.4880, -4.1822, -1.0693], [-0.6418, -2.3738, 0.6671], [4.9659, -1.0089, -0.1902], [3.8801, -0.1452, 0.1757], [4.6798, -1.8636, -0.7643], [5.5114, -0.4394, -0.9346], [5.6949, -1.4195, 0.5613], [3.7437, -0.3207, 1.0871], [0.4637, 0.3102, -0.8622], [0.8765, -1.0169, -0.6833], [-0.2798, 0.2541, -1.6478], [-0.0100, 0.6840, 0.0530], [1.2955, 0.9107, -1.1863], [1.4171, -1.0570, 0.1098]], "smiles": "CO.CO.CO.CO.CO.CO.CO.CO.CO.CO", "lumo_energy_ev": 0.6, "charge": 0, "homo_ev": -9.64, "homo_lumo_gap_ev": 10.206, "e_above_lowest_kj_mol": 432.2}

=====

Record 3
{"formula": "C10H40O10", "method": "wB97M-V/def2-TZVPD", "elements": ["C", "C", "O", "H", "H", "H", "H", "H", "H", "C", "C", "O", "H", "H", "H", "H", "H", "H", "C", "C", "O", "H", "H", "H", "H", "H", "H", "C", "O", "H", "H", "H", "H", "C", "O", "H", "H", "H", "H", "C", "O", "H", "H", "H", "H", "C", "O", "H", "H", "H", "H", "O", "H", "H", "O", "H", "H", "O", "H", "H"], "xyz": [[0.0441, -5.8923, -0.6572], [0.8874, -5.6797, 0.5682], [0.1460, -4.7903, 1.3921], [0.5706, -6.6439, -1.2453], [-0.0301, -4.9406, -1.1834], [-0.8856, -6.3417, -0.3082], [1.9121, -5.3564, 0.3853], [0.9483, -6.6477, 1.0655], [0.1889, -3.8811, 1.0869], [5.4985, 3.2976, -6.1004], [6.2515, 2.9408, -4.8589], [5.3962, 2.0822, -4.1010], [5.1548, 2.4174, -6.6438], [6.0652, 3.9334, -6.7806], [4.5992, 3.8151, -5.7662], [6.4311, 3.8546, -4.2924], [7.2538, 2.5700, -5.0736], [4.7690, 2.6052, -3.5962], [-6.6653, -3.3296, -0.2892], [-7.0737, -3.9017, -1.6498], [-7.1683, -2.9128, -2.5631], [-5.7703, -2.7093, -0.2422], [-6.5363, -4.0885, 0.4825], [-7.4834, -2.6950, 0.0516], [-8.0221, -4.4277, -1.5398], [-6.2967, -4.6060, -1.9470], [-7.2183, -3.2587, -3.4573], [2.2152, 5.0694, 6.1372], [3.3797, 5.8159, 6.3742], [1.3546, 5.7379, 6.1101], [2.2221, 4.5512, 5.1783], [2.0248, 4.3750, 6.9555], [3.6210, 6.2215, 5.5382], [-3.5539, -0.4938, 5.6646], [-2.7838, 0.5495, 5.1067], [-4.4554, -0.5513, 5.0545], [-3.0718, -1.4614, 5.5253], [-3.7283, -0.3291, 6.7278], [-2.5678, 0.3261, 4.1984], [4.7471, -1.3302, 4.6360], [6.1545, -1.3625, 4.7320], [4.3529, -1.3830, 3.6211], [4.2940, -2.2320, 5.0477], [4.3355, -0.4692, 5.1627], [6.2519, -1.2483, 5.6802], [-2.1336, 0.2677, -5.1263], [-2.8270, 0.4462, -3.8964], [-1.7214, -0.7384, -5.0490], [-2.7073, 0.3258, -6.0512], [-1.2946, 0.9517, -5.2540], [-3.5750, -0.1490, -3.9851], [-4.1587, 5.3147, -3.5766], [-3.9405, 4.4065, -3.3675], [-3.5335, 5.5609, -4.2583], [2.9284, 4.4692, 0.0158], [2.4633, 5.1672, -0.4453], [3.6824, 4.9049, 0.4131], [-0.2481, 0.3602, 0.4112], [0.2243, 1.1779, 0.2548], [-0.9177, 0.3354, -0.2724]], "smiles": "CCO.CCO.CCO.CO.CO.CO.CO.O.O.O", "lumo_energy_ev": 0.1, "charge": 0, "homo_ev": -10.10, "homo_lumo_gap_ev": 10.215, "e_above_lowest_kj_mol": 358.1}

=====

Record 4
{"formula": "C10H42N11O14", "method": "wB97M-V/def2-TZVPD", "elements": ["O", "C", "O", "O", "H", "C", "O", "N", "N", "H", "H", "H", "H", "C", "O", "N", "N", "H", "H", "H", "H", "C", "O", "N", "N", "H", "H", "H", "H", "C", "O", "N", "N", "H", "H", "H", "H", "C", "O", "N", "N", "H", "H", "H", "H", "C", "C", "C", "O", "C", "N", "H", "H", "H", "H", "H", "H", "H", "H", "H", "H", "H", "O", "H", "H", "O", "H", "H", "O", "H", "H", "O", "H", "H", "O", "H", "H"], "xyz": [[0.3009, -0.0068, -1.0415], [-0.4944, 0.8369, -0.2945], [0.0777, 1.7897, 0.2769], [-1.7246, 0.6023, -0.3022], [-0.3748, -0.4969, -1.5344], [-1.7267, -2.1755, 2.2988], [-0.6489, -2.3582, 1.7464], [-2.7741, -1.4543, 1.7570], [-2.0404, -2.7646, 3.4898], [-3.4889, -1.1036, 2.3636], [-2.5010, -0.9230, 0.9353], [-1.3494, -3.3307, 3.9472], [-2.9013, -2.5480, 3.9520], [-0.4840, 1.5162, 3.9615], [0.4218, 2.3548, 4.0392], [-0.7412, 0.5943, 4.9386], [-1.2561, 1.3972, 2.8755], [-1.2844, -0.2330, 4.7858], [-0.4240, 0.7309, 5.8794], [-2.0855, 0.8510, 2.9658], [-1.0388, 2.0438, 2.1238], [-1.6900, 2.1500, -3.8803], [-1.8846, 3.3339, -4.1849], [-0.4929, 1.5679, -3.8055], [-2.7510, 1.2847, -3.7929], [0.4019, 1.9922, -4.0779], [-0.3393, 0.6404, -3.4360], [-3.6760, 1.5889, -4.0235], [-2.6129, 0.2925, -3.7149], [4.0093, 0.6992, -1.4133], [5.1657, 0.7617, -1.8441], [3.5706, 1.5370, -0.4070], [3.0479, -0.0995, -1.9427], [2.6285, 1.3449, -0.1114], [4.2570, 1.9417, 0.2003], [2.1478, -0.0525, -1.4927], [3.2955, -0.7014, -2.7010], [2.2570, 3.4719, -3.2744], [1.8028, 3.1733, -4.3792], [1.6160, 3.3000, -2.0920], [3.5205, 4.0000, -3.1298], [2.1499, 3.3632, -1.2473], [0.7379, 2.8114, -2.0961], [3.8751, 4.2917, -2.2431], [4.0267, 4.1205, -3.9868], [1.7815, -4.0885, 1.7399], [0.3794, -4.0714, 1.1160], [0.2218, -2.9049, 0.0964], [-0.9854, -2.8954, -0.6244], [-2.1959, -2.8463, 0.0925], [0.2294, -5.3339, 0.3184], [2.0508, -3.1138, 2.1427], [2.5217, -4.3957, 0.9975], [1.7525, -4.8826, 2.4852], [-0.3516, -4.2144, 1.9117], [1.0658, -3.0052, -0.5891], [0.3599, -1.9420, 0.6047], [-2.3232, -1.9112, 0.6499], [-2.2524, -3.6057, 0.8804], [-2.9829, -2.9788, -0.6454], [0.9884, -5.3662, -0.3578], [-0.6080, -5.1303, -0.2252], [1.6286, -0.2525, 2.2985], [1.3986, 0.5076, 1.7482], [0.8779, -0.8605, 2.2129], [-0.7243, -1.4204, -2.8289], [-0.8306, -1.7220, -1.8888], [-0.1839, -2.0989, -3.2440], [2.0906, 2.7920, 1.9277], [1.6588, 2.7328, 2.8042], [1.4265, 2.4421, 1.3112], [-4.0803, 2.4346, -0.8309], [-4.4107, 2.1307, 0.0189], [-3.2509, 1.9483, -0.9515], [-1.2729, 4.3286, 0.4152], [-1.9845, 3.8747, -0.0533], [-0.5207, 3.7131, 0.3799]], "lumo_energy_ev": 1.5, "charge": -1, "homo_ev": -6.65, "homo_lumo_gap_ev": 8.193}

=====

Record 5
{"formula": "C10H4O3", "method": "wB97M-V/def2-TZVPD", "elements": ["C", "C", "C", "O", "C", "C", "O", "C", "C", "C", "O", "C", "C", "H", "H", "H", "H"], "xyz": [[0.1196, 2.3543, -0.1311], [-0.6781, 1.2620, -0.7311], [-0.7084, 0.5760, -1.9980], [-0.7875, 0.7395, -3.1965], [-0.4425, -0.4613, -1.0286], [0.4553, -1.6394, -1.0150], [0.5033, -2.3213, -1.9919], [1.0661, -1.7625, 0.3152], [0.3093, -1.3949, 1.3390], [-0.3474, -1.1532, 2.5749], [-0.5753, -1.3580, 3.7084], [-0.8146, -0.4990, 1.4180], [-0.9871, 0.0798, 0.1995], [-0.4133, 3.2591, -0.1901], [0.9024, 2.3988, -0.7623], [0.4536, 2.2283, 0.8912], [1.9444, -2.3084, 0.5982]], "smiles": "C[C@@]12C(=O)[C@@]13C(=O)C=c1c(=O)c1=C23", "lumo_energy_ev": [-1.6, -1.6], "charge": 0, "homo_ev": [-9.27, -9.27], "homo_lumo_gap_ev": [7.660, 7.659], "e_above_lowest_kj_mol": 40.6}